# 1
{
  "formula": "C32H49BCaN12O4SSeSi",
  "method": "ωB97M-V with the def2-TZVPD basis set",
  "elements": ["C", "H", "C", "Si", "H", "H", "H", "H", "C", "C", "N", "H", "C", "H", "C", "H", "N", "B", "C", "C", "C", "H", "C", "O", "H", "H", "H", "N", "H", "H", "C", "H", "C", "C", "H", "H", "N", "N", "C", "H", "H", "N", "H", "H", "H", "C", "N", "C", "H", "O", "H", "H", "H", "O", "N", "Ca", "H", "Se", "H", "H", "H", "N", "C", "C", "H", "S", "C", "H", "H", "H", "H", "H", "H", "O", "H", "C", "C", "C", "C", "N", "H", "H", "H", "H", "N", "C", "C", "C", "C", "H", "C", "H", "H", "C", "H", "H", "C", "C", "C", "N", "H", "H"],
  "positions_angstrom": [[5.210, -0.774, 6.115], [-5.192, -0.625, 5.948], [1.040, 1.059, -4.814], [0.882, 2.725, -3.969], [-1.243, 4.253, 2.731], [-5.282, -0.870, 0.173], [-3.374, -2.266, 3.209], [2.448, -2.943, -5.097], [0.726, -3.443, 1.224], [-4.488, -0.594, -0.500], [3.688, 0.468, 2.285], [0.784, -4.205, -6.402], [5.048, 0.975, 2.259], [3.285, 3.125, -3.915], [2.457, 3.454, -3.280], [0.590, 4.011, -0.115], [-1.960, 1.280, 1.620], [-2.830, 0.000, 1.464], [-5.124, 1.026, 1.997], [1.169, -2.591, -3.436], [-2.261, 2.327, 2.414], [-1.514, -4.272, 3.056], [-3.138, -0.158, -2.178], [2.073, -1.086, -0.658], [2.702, 3.172, -2.258], [1.899, -2.038, -2.861], [-6.800, 1.782, 3.204], [-3.312, -0.143, -0.029], [6.991, 0.460, 1.471], [6.035, -0.943, 1.983], [0.821, 3.384, 0.749], [-3.081, -3.965, -3.130], [0.549, 3.869, -5.461], [1.462, -3.105, -4.683], [0.633, -3.835, 0.209], [0.488, 1.076, -5.757], [-4.089, 0.216, 2.319], [-2.193, -3.555, -2.904], [-5.231, 0.466, 4.117], [-5.209, -0.902, -2.563], [5.018, 1.933, 1.733], [-0.812, 1.551, 0.931], [0.697, 0.218, -4.216], [-3.123, 2.304, 3.059], [5.977, -1.536, 6.251], [4.569, -0.894, 4.745], [-2.083, -1.304, 1.858], [-0.552, -2.816, 1.673], [-2.564, -0.890, -4.111], [3.558, -0.011, -2.690], [4.469, -0.902, 6.906], [0.477, 4.919, -5.168], [5.325, -0.778, 3.970], [1.198, 1.082, -1.801], [3.540, 0.132, 4.579], [0.040, -0.204, -0.407], [-0.388, 3.599, -5.958], [2.651, 0.314, -1.386], [-1.426, 0.256, -3.391], [0.993, -4.262, 1.893], [1.555, 2.643, 0.432], [-4.146, -0.112, 3.636], [-0.418, 2.759, 1.299], [5.984, 0.041, 1.512], [5.627, -0.094, 0.491], [1.243, 0.110, 3.201], [2.912, 0.244, 3.343], [2.391, 4.543, -3.334], [-1.554, 3.371, -3.431], [1.348, 3.785, -6.203], [-2.939, 0.837, -4.067], [3.209, 0.543, 1.383], [-0.761, 2.767, -1.903], [3.400, 1.238, -0.260], [1.537, -2.715, 1.208], [-1.054, -3.524, -3.692], [-1.905, -2.866, -1.766], [-1.306, 3.297, 2.242], [-4.432, -0.610, -1.876], [-0.692, -2.403, -1.734], [2.814, 0.047, 5.280], [1.280, 4.013, 1.513], [5.666, 0.209, 6.239], [-2.633, -2.735, -0.979], [-0.898, -1.608, 1.251], [-2.482, 0.018, -3.508], [-1.522, -3.324, 2.546], [-0.655, 2.983, -2.959], [-0.764, -4.051, -4.947], [-5.190, 1.124, 6.159], [-5.896, 1.205, 3.117], [-6.678, 0.305, 5.695], [4.131, -1.893, 4.614], [-5.596, 0.308, 5.559], [-5.223, 1.433, 1.005], [2.096, 0.867, -5.020], [0.511, -3.823, -5.427], [-2.473, -2.332, 2.629], [-0.119, -2.806, -2.944], [-2.471, 0.111, -1.066], [5.375, 1.173, 3.281], [-1.495, -4.603, -5.524]],
  "mulliken_spin": [0.000, 0.000, 0.057, -0.035, 0.000, 0.000, 0.000, 0.000, 0.000, 0.001, 0.000, 0.000, 0.000, 0.000, 0.026, 0.009, 0.001, 0.007, 0.000, 0.000, 0.000, 0.000, -0.038, 0.000, -0.003, 0.000, 0.000, -0.007, 0.000, 0.000, -0.004, 0.000, 0.018, 0.000, 0.000, 0.004, 0.000, 0.000, 0.000, 0.000, 0.000, 0.001, -0.011, 0.000, 0.000, 0.000, 0.002, 0.000, -0.001, 0.000, 0.000, 0.003, 0.000, -0.018, 0.000, 0.022, -0.005, 0.000, -0.016, 0.000, -0.004, 0.000, 0.003, 0.000, 0.000, 0.000, 0.000, 0.011, -0.027, 0.003, -0.010, 0.000, 0.248, 0.000, 0.000, 0.001, 0.000, 0.000, 0.005, -0.001, 0.000, 0.001, 0.000, 0.000, 0.000, 0.056, 0.000, 0.694, 0.000, 0.000, 0.000, 0.000, 0.000, 0.000, 0.000, 0.004, 0.000, 0.000, -0.002, 0.008, 0.000, 0.000],
  "de_lowest_ev": 0.655,
  "charge": -1,
  "spin_multiplicity": 2,
  "e_homo_ev": [-5.236, -5.236]
}



# 2
{
  "formula": "C32H49CoN4O4PS3Si",
  "method": "ωB97M-V with the def2-TZVPD basis set",
  "elements": ["H", "P", "C", "H", "H", "C", "O", "H", "H", "H", "C", "H", "O", "Si", "H", "N", "H", "H", "H", "H", "C", "S", "C", "H", "C", "C", "H", "C", "C", "H", "H", "H", "H", "C", "H", "C", "C", "H", "C", "H", "H", "C", "H", "H", "H", "H", "C", "C", "H", "O", "C", "C", "C", "H", "Co", "N", "H", "C", "C", "H", "O", "H", "C", "H", "C", "C", "H", "H", "H", "S", "C", "C", "H", "C", "C", "H", "H", "H", "H", "H", "H", "H", "C", "H", "H", "N", "H", "H", "H", "N", "H", "C", "S", "C", "C"],
  "positions_angstrom": [[3.960, 3.419, 2.458], [-0.080, -1.738, -0.891], [1.657, -0.655, -2.656], [-0.355, -2.650, 1.624], [5.544, 4.389, -1.341], [-5.205, 3.354, 2.318], [-4.030, 2.595, -3.913], [0.247, 0.876, -3.172], [-4.634, -1.867, -0.179], [1.503, -2.187, 3.230], [3.274, -2.366, 0.271], [4.280, -2.686, -0.025], [-1.268, 4.461, 1.058], [3.977, 2.969, 0.007], [3.304, -3.485, 2.109], [-0.297, -0.394, -0.197], [1.104, -2.903, -4.058], [-3.228, -2.227, -2.174], [-0.578, 4.630, 3.398], [-2.577, -5.656, 0.020], [0.600, -0.317, -4.910], [-3.014, 1.618, -3.543], [4.197, 4.009, 1.569], [1.457, -0.742, -5.458], [2.270, 2.423, -0.177], [-3.906, 3.645, 1.923], [-3.591, 4.648, 1.667], [0.039, 1.333, 2.919], [4.526, 4.010, -1.469], [5.031, 0.842, -0.741], [-0.676, -1.979, -5.473], [5.223, 4.378, 1.663], [-3.216, -1.982, 0.867], [-1.584, -4.089, -1.103], [3.520, 4.866, 1.552], [2.222, -3.232, -0.423], [-3.825, -3.875, 0.012], [-1.954, -4.318, 0.993], [0.972, 2.077, 5.015], [-5.936, 4.150, 2.387], [3.148, -1.328, -0.050], [-3.665, -2.358, -0.060], [-1.290, -0.996, -4.144], [2.409, -4.287, -0.156], [3.813, -1.808, 2.299], [-0.088, 0.579, 2.145], [0.498, 3.361, 4.784], [-3.349, 1.296, 2.070], [2.304, -3.145, -1.505], [-3.482, 0.234, -3.640], [1.089, 0.359, -3.635], [3.097, -2.455, 1.783], [0.747, 1.070, 4.085], [0.697, 4.152, 5.498], [-0.702, 1.404, -0.541], [0.718, -1.736, -2.374], [-0.590, -4.529, -1.041], [0.243, -2.404, -3.576], [-0.215, 3.636, 3.629], [-4.945, -0.010, 2.634], [-1.731, 1.832, -4.205], [-6.593, 1.819, 2.880], [-0.455, 2.612, 2.725], [-0.466, -3.183, -3.299], [-2.754, -1.968, -1.218], [-0.384, -1.432, -4.568], [6.187, 1.792, 0.211], [-2.044, -4.425, -2.050], [3.852, 4.859, -1.603], [-2.718, 1.985, -1.471], [0.667, -2.959, 1.398], [-4.648, 1.016, 2.460], [1.473, -1.054, 1.857], [1.109, 2.051, -0.298], [-2.463, -4.566, 0.056], [0.783, -4.008, 1.724], [1.915, -0.157, -1.719], [-4.362, -4.214, -0.883], [-2.595, -0.895, -1.236], [4.490, 3.417, -2.385], [1.154, 0.083, 4.250], [4.894, 0.883, 1.016], [-5.573, 2.045, 2.590], [-2.636, 0.496, 1.910], [0.116, 0.420, -5.551], [0.863, -2.897, -0.037], [1.539, 1.865, 5.914], [1.845, 1.121, -3.852], [-4.434, -4.169, 0.874], [-1.473, -2.651, -1.105], [2.577, -1.102, -3.076], [5.140, 1.484, 0.137], [-1.343, 2.996, 1.216], [1.665, -2.086, 2.152], [-2.991, 2.613, 1.823]],
  "mulliken_spin": [0.000, 0.030, 0.014, 0.006, 0.000, -0.001, -0.001, 0.007, 0.001, 0.000, 0.005, 0.000, 0.013, 0.001, 0.000, -0.077, 0.000, -0.001, 0.000, 0.000, 0.001, 0.004, -0.001, 0.000, -0.039, -0.001, 0.000, -0.019, -0.001, 0.000, 0.000, 0.000, 0.000, 0.001, 0.000, -0.002, 0.000, 0.000, 0.002, 0.000, -0.005, -0.003, 0.000, 0.000, 0.000, 0.024, -0.001, 0.004, 0.000, -0.001, 0.006, 0.000, -0.001, 0.000, 0.970, -0.001, 0.001, -0.002, 0.004, 0.000, -0.001, 0.000, 0.000, 0.000, 0.005, 0.000, 0.000, -0.001, 0.000, -0.034, -0.003, -0.001, -0.002, 0.077, 0.000, 0.000, -0.011, 0.000, 0.004, 0.000, 0.000, 0.001, 0.001, 0.005, 0.000, -0.016, 0.000, 0.002, 0.000, 0.002, 0.000, -0.003, 0.024, 0.008, 0.005],
  "de_lowest_ev": 0.000,
  "charge": -2,
  "spin_multiplicity": 2,
  "e_homo_ev": [-1.851, -1.646]
}



# 3
{
  "formula": "C32H49N2O10PS2",
  "method": "ωB97M-V with the def2-TZVPD basis set",
  "elements": ["S", "H", "C", "O", "O", "H", "H", "H", "C", "C", "C", "C", "H", "H", "O", "H", "H", "C", "O", "H", "C", "H", "H", "C", "C", "H", "H", "C", "C", "O", "C", "H", "C", "H", "C", "H", "C", "C", "O", "O", "N", "H", "H", "H", "O", "H", "H", "H", "H", "H", "H", "C", "H", "H", "H", "H", "H", "P", "H", "H", "C", "C", "H", "C", "C", "C", "H", "O", "H", "H", "H", "C", "H", "C", "C", "H", "C", "C", "O", "H", "H", "H", "C", "C", "C", "H", "H", "C", "S", "H", "H", "N", "H", "C", "H", "H"],
  "positions_angstrom": [[-2.653, -0.191, -3.781], [2.381, 4.203, 4.917], [4.240, -0.174, -2.921], [-5.237, 2.047, -1.248], [-3.965, -2.162, 1.435], [-2.058, 1.378, -1.069], [-1.467, 2.521, 2.132], [1.792, 3.873, 3.291], [-4.178, -1.042, -4.158], [5.333, 1.748, -2.031], [-2.821, 1.520, -0.321], [1.392, 2.295, 4.765], [0.019, 0.510, -3.897], [-4.070, -2.091, -3.914], [-0.026, -1.570, -4.031], [3.231, 3.049, 3.891], [-0.755, -4.375, 0.897], [0.557, 0.784, 1.475], [-3.469, 3.585, -1.954], [5.417, 1.145, -4.067], [-1.909, -2.370, -0.484], [1.897, -1.215, -0.969], [-4.485, 0.479, 0.555], [4.024, 0.347, -0.647], [-0.562, 2.595, 2.737], [1.548, 0.902, 6.420], [3.620, 0.080, 0.317], [2.796, -1.638, -1.403], [2.093, 1.753, 6.009], [2.262, 0.592, 3.438], [-0.721, -2.981, -0.794], [-1.369, 0.473, 4.320], [-1.853, -1.223, -2.568], [-2.948, -0.150, 0.953], [5.035, 0.929, -3.088], [2.453, -2.061, -3.520], [-0.902, 3.269, 4.071], [-0.057, -2.712, -1.980], [-1.918, -0.109, -5.004], [-2.957, -4.422, 0.937], [-2.469, -1.453, -1.356], [-1.825, 0.161, 2.643], [3.337, -2.223, -0.680], [-4.294, -0.961, -5.224], [-1.650, -2.716, 2.188], [3.109, 1.432, 5.787], [3.300, -3.265, -2.634], [5.953, 2.608, -2.203], [2.101, -0.925, -5.522], [-3.288, -4.584, 0.045], [2.434, -2.457, 2.259], [-3.518, 0.254, 0.137], [1.436, -4.238, -1.777], [-2.054, -2.241, 2.926], [-4.383, -1.557, -0.597], [-4.229, -0.299, -1.754], [0.174, 3.664, 5.905], [-2.723, -2.847, 1.062], [0.628, -0.103, -6.142], [-2.338, 1.969, 0.531], [-0.090, -3.997, 0.145], [2.486, -2.554, -2.566], [0.989, -0.215, 1.493], [-0.979, 0.204, 3.337], [1.879, -3.022, 1.563], [0.082, 1.208, 2.852], [1.892, 0.800, -5.316], [-4.251, 3.565, 0.354], [4.067, -0.785, -3.787], [-0.278, 0.764, 0.771], [2.143, 2.527, 6.777], [1.031, -3.454, 0.849], [1.309, 1.476, 1.092], [1.371, -0.145, -5.359], [-3.715, -0.789, -0.946], [5.084, 2.059, 0.039], [-0.663, -1.811, -2.853], [1.200, -3.396, -2.405], [-2.994, 1.087, -3.215], [-0.849, 4.350, 3.938], [-2.511, 3.481, -2.010], [-0.542, -0.793, 3.408], [0.690, -0.324, -4.037], [0.028, 2.832, 5.215], [2.245, 3.418, 4.172], [-1.936, 3.055, 4.347], [-0.472, 2.054, 5.799], [4.828, 1.431, -0.793], [-4.065, 2.720, -0.787], [-4.993, -0.579, -3.633], [1.001, -3.805, -3.390], [1.173, 1.175, 3.842], [0.203, -4.853, -0.443], [3.704, -0.474, -1.698], [0.109, 3.247, 2.174], [1.412, -0.269, -3.231]],
  "lowdin_charge": [0.696, 0.088, -0.057, -0.265, -0.247, 0.088, 0.094, 0.075, -0.099, -0.092, -0.217, -0.517, 0.106, 0.077, -0.047, 0.083, 0.086, -0.028, -0.134, 0.102, -0.129, 0.110, 0.130, -0.051, -0.135, 0.087, 0.115, -0.151, -0.039, -0.098, -0.120, 0.087, -0.159, 0.068, -0.089, 0.071, -0.158, -0.083, -0.268, -0.097, -0.004, 0.067, 0.112, 0.070, -0.086, 0.080, 0.123, 0.101, 0.074, 0.096, 0.043, -0.182, 0.103, 0.092, 0.114, 0.081, 0.118, 0.456, 0.080, 0.062, -0.155, -0.159, 0.063, -0.006, 0.144, -0.484, 0.086, -0.276, 0.101, 0.071, 0.085, -0.125, 0.090, -0.042, -0.145, 0.106, -0.206, -0.099, -0.306, 0.110, 0.096, 0.080, -0.239, -0.139, -0.015, 0.109, 0.110, -0.080, 0.581, 0.067, 0.129, -0.147, 0.125, -0.229, 0.110, 0.106],
  "de_lowest_ev": 0.000,
  "e_homo_ev": -4.634
}